67
Properties=species:S:1:pos:R:3 method="wB97M-V/def2-TZVPD" charge=-1 homo_lumo_gap_ev=9.485 homo_energy_ev=-7.07 e_tot_ha=-1647.36373
O -0.58196 -0.93231 0.82623
C 0.12080 -0.24878 -0.13804
O 0.35429 -0.81940 -1.21999
O 0.36559 0.95799 0.14847
H -0.59790 -0.24684 1.52504
C -0.87672 1.44515 3.63643
O -0.67201 0.03108 3.45048
H -1.50959 1.78549 2.82140
H -1.36329 1.61344 4.60031
H 0.06471 1.99431 3.59979
H 0.03493 -0.22223 4.05079
C -0.30291 0.07258 -4.49890
O 0.71956 -0.79321 -4.02749
H -0.04186 0.40468 -5.50673
H -1.26882 -0.43665 -4.49399
H -0.36661 0.99457 -3.90965
H 0.68019 -0.72366 -3.06202
C 3.58061 -1.79422 -1.92279
C 3.19168 -2.81317 -0.86734
O 4.04362 -2.79282 0.27155
O 3.19743 -0.48575 -1.55578
H 3.08482 -2.08246 -2.86422
H 4.65667 -1.77880 -2.09110
H 3.22483 -3.82364 -1.28419
H 2.14851 -2.62930 -0.58676
H 4.00156 -1.89532 0.62224
H 2.22698 -0.44035 -1.57149
C -4.30335 0.20022 2.72653
C -3.88766 0.26069 1.27172
O -3.41508 -1.00503 0.84959
O -5.09411 1.35640 3.10129
H -3.45425 0.08584 3.40355
H -4.96547 -0.65407 2.86712
H -3.10112 1.02046 1.15670
H -4.75446 0.54303 0.67432
H -2.44667 -0.97938 0.85833
H -4.48102 2.04450 3.37277
C -1.85732 3.30744 -1.26848
C -1.54129 3.72233 0.15484
O -0.13896 3.66443 0.38382
O -1.32137 4.18586 -2.22078
H -2.93397 3.22670 -1.44736
H -1.48514 2.27615 -1.38940
H -2.07825 3.05095 0.83803
H -1.83122 4.75828 0.33633
H 0.12813 2.73193 0.31336
H -0.38354 4.28384 -2.01743
C 4.42474 2.81990 2.00563
C 2.94743 2.56113 1.82750
O 2.75544 1.17314 1.61503
O 5.16033 2.66583 0.80312
H 4.83384 2.17763 2.80203
H 4.54815 3.84602 2.36399
H 2.64274 3.09596 0.91761
H 2.39183 2.96769 2.68157
H 1.89190 1.07867 1.17741
H 4.97503 1.77631 0.48030
C -0.62530 -4.16123 -1.50518
C -1.41780 -5.25955 -2.16201
O -2.27967 -5.92198 -1.24849
O -1.46749 -3.05070 -1.27906
H 0.25650 -3.87284 -2.09212
H -0.25057 -4.52621 -0.53343
H -0.75136 -5.95683 -2.68321
H -2.05171 -4.82168 -2.93798
H -1.85613 -6.73960 -0.97892
H -0.89689 -2.27260 -1.17095

***

59
Properties=species:S:1:pos:R:3 method="wB97M-V/def2-TZVPD" relative_energy_kj_mol=0.00 charge=-1 homo_lumo_gap_ev=6.206 homo_energy_ev=-3.70 e_tot_ha=-1045.27551
O -0.83553 0.57199 0.88294
H -1.00177 1.43397 0.37324
H -0.47277 -0.16880 0.29796
H -0.36031 0.65545 1.73958
O -1.71196 -0.50402 -2.68389
H -0.96012 -0.72328 -2.03570
H -1.64486 0.44304 -2.87501
H -2.61619 -0.73831 -2.22077
C -0.42631 3.76741 1.72810
C -0.98572 4.08271 0.31981
C 0.13543 4.52423 -0.63333
O -1.66107 3.01169 -0.19297
H 0.54799 3.26688 1.66465
H -1.12062 3.13014 2.28387
H -0.38666 4.65197 2.38061
H -1.63869 4.96897 0.50132
H 0.76047 5.31912 -0.19836
H -0.30203 4.87109 -1.56815
H 0.80363 3.67371 -0.79645
C -4.32436 -2.73101 -1.32707
C -4.23201 -1.45144 -0.48276
C -3.96275 -1.76743 0.99492
O -3.56091 -0.34132 -0.92824
H -4.73107 -2.55321 -2.32918
H -4.96095 -3.49253 -0.87560
H -3.30338 -3.09562 -1.54078
H -5.30916 -1.14150 -0.54933
H -4.11995 -0.89678 1.62606
H -2.91153 -2.08039 1.04671
H -4.55961 -2.62095 1.33403
C -0.18125 -3.00703 0.20574
C 0.77101 -2.25185 -0.72495
C 0.91314 -2.95347 -2.08719
O 0.30227 -0.95204 -0.95990
H -1.05528 -3.26549 -0.39886
H -0.51088 -2.47374 1.09464
H 0.31781 -3.94106 0.49152
H 1.78863 -2.22588 -0.29016
H -0.04528 -2.89527 -2.60157
H 1.24317 -3.98553 -1.92701
H 1.69832 -2.43654 -2.63858
C 2.65832 -0.24836 2.83514
C 1.78675 0.77940 3.51956
O 0.38141 0.52488 3.24291
H 2.36268 -1.27694 3.01996
H 3.70692 -0.02803 3.04822
H 2.58525 -0.04314 1.76135
H 2.02656 1.81022 3.27024
H 1.79915 0.71372 4.61405
H 0.10099 -0.10214 3.91298
C 5.10485 0.79772 -1.78830
C 3.67944 0.24259 -1.91479
O 2.80465 0.77913 -0.95281
H 5.18244 1.69000 -1.16993
H 5.69967 0.88649 -2.69638
H 5.64383 0.00477 -1.25480
H 3.74322 -0.83134 -1.70948
H 3.32869 0.40732 -2.94077
H 2.01631 0.21586 -0.89701

***

62
Properties=species:S:1:pos:R:3 method="wB97M-V/def2-TZVPD" spin_multiplicity=2 charge=-2 s_squared=0.7508 homo_lumo_gap_ev="1.735 / 4.701" homo_energy_ev="2.42 / -0.66" e_tot_ha=-1156.00671
Ag 13.55373 -47.80722 -1.47274
B 14.89037 -46.32904 0.19497
H 15.18146 -47.27540 -0.23386
H 14.43665 -45.75034 -0.59463
H 14.13837 -46.49514 0.95070
H 15.76610 -45.80347 0.54300
C 15.78784 -46.69706 -4.30804
O 15.64698 -46.87338 -2.93728
H 14.84745 -46.86880 -4.83175
H 16.04148 -45.66647 -4.55635
H 16.50344 -47.40417 -4.72758
C 12.88022 -50.81062 -3.26210
C 13.49411 -51.41306 -2.03228
C 14.30599 -52.63853 -2.34710
O 15.12113 -53.07303 -1.29206
C 15.71487 -54.42752 -1.42872
N 14.30123 -50.35422 -1.36562
H 13.54901 -50.09369 -3.73837
H 11.94797 -50.37191 -2.90636
H 12.67679 -51.55069 -4.03606
H 12.71462 -51.64114 -1.30531
H 14.93776 -52.56632 -3.23240
H 13.67012 -53.48869 -2.59412
H 16.19328 -54.54389 -2.40119
H 14.97343 -55.20437 -1.24204
H 16.49709 -54.56944 -0.68300
H 14.59014 -50.83719 -0.52696
H 15.19791 -50.29933 -1.82719
C 11.86709 -45.22148 -3.81733
C 11.18387 -45.84502 -2.53302
C 9.73659 -45.46466 -2.28977
O 9.59336 -44.04809 -2.07385
C 10.19856 -43.53809 -0.84259
N 11.23827 -47.29610 -2.75883
H 11.29157 -45.52953 -4.69024
H 12.92087 -45.28385 -4.08894
H 11.65943 -44.15277 -3.87056
H 11.78686 -45.70945 -1.63517
H 9.25616 -46.12686 -1.56951
H 9.11958 -45.66022 -3.16678
H 9.43698 -43.20963 -0.13533
H 10.89709 -42.81535 -1.26422
H 10.86551 -44.14597 -0.23122
H 10.90681 -47.56344 -3.67467
H 10.83424 -47.88731 -2.04657
C 9.47641 -48.15829 1.79900
C 10.56881 -48.87063 0.97320
C 10.04065 -49.85781 -0.03673
O 9.29458 -49.00191 -0.91973
C 8.15114 -49.76475 -1.50605
N 11.49513 -47.90793 0.37607
H 10.03226 -47.51181 2.47811
H 8.92425 -48.91796 2.35228
H 8.81619 -47.55438 1.17652
H 11.06767 -49.48550 1.72231
H 9.45315 -50.65755 0.41422
H 10.78786 -50.25210 -0.72543
H 7.48190 -49.27705 -2.21482
H 7.49111 -50.17728 -0.74298
H 8.69246 -50.47142 -2.13509
H 10.87330 -47.21933 -0.02299
H 11.93298 -47.43575 1.15417

***

62
Properties=species:S:1:pos:R:3 method="wB97M-V/def2-TZVPD" relative_energy_kj_mol=7.58 spin_multiplicity=7 charge=+3 s_squared=12.0103 homo_lumo_gap_ev="7.981 / 10.145" homo_energy_ev="-18.39 / -18.38" e_tot_ha=-1953.49758
Eu 0.20042 -0.27371 0.12102
N 2.59507 -0.83645 0.94397
C 2.92076 0.03531 2.10778
C 2.68264 1.49830 1.76498
N 1.34997 1.76718 1.15353
C 0.39016 2.28671 2.15973
C 0.16643 1.30883 3.29182
N -0.24465 -0.01676 2.73525
C 1.45940 2.77408 0.06553
C 2.27814 2.28192 -1.11232
N 1.77668 0.95807 -1.58201
H 2.78220 -1.80206 1.20618
H 3.27476 -0.64297 0.20972
H 3.96057 -0.08575 2.41759
H 2.30996 -0.29557 2.94447
H 3.45548 1.81462 1.06743
H 2.82723 2.11556 2.65594
H -0.55962 2.47957 1.64280
H 0.72795 3.25233 2.55132
H -0.59234 1.69996 3.96910
H 1.06763 1.18528 3.88903
H -1.23939 -0.12877 2.90910
H 0.17355 -0.74949 3.30400
H 1.87113 3.71572 0.44535
H 0.43956 2.99993 -0.26584
H 3.33139 2.18337 -0.85718
H 2.23886 3.02442 -1.91011
H 2.56928 0.41817 -1.92082
H 1.21133 1.11169 -2.41232
N -2.36177 -0.83704 0.55184
C -2.59379 -2.30813 0.57308
C -1.52754 -2.99333 1.39983
N -0.15090 -2.74206 0.88850
C 0.29058 -3.72787 -0.13949
C 0.01400 -3.25987 -1.55319
N 0.68024 -1.94899 -1.77134
H -3.00632 -0.43325 -0.12206
H -2.68539 -0.45831 1.44000
H -3.57773 -2.55024 0.97850
H -2.58595 -2.66426 -0.45631
H -1.57325 -2.62626 2.42833
H -1.72999 -4.06593 1.44921
H 0.45990 -2.89416 1.68637
H 1.36738 -3.87431 -0.01925
H -0.17350 -4.70146 0.03319
H 0.36443 -4.01204 -2.26175
H -1.05168 -3.12783 -1.73556
H 1.68356 -2.11604 -1.84633
H 0.41298 -1.59288 -2.68724
C -0.87288 2.11705 -3.26850
P -1.59394 1.09217 -1.94555
C -2.62026 -0.07791 -2.89760
C -2.78733 2.23334 -1.17418
H -1.65676 2.56349 -3.88297
H -0.24815 1.51724 -3.93474
H -0.27863 2.93280 -2.85256
H -3.32921 0.45768 -3.53145
H -3.19062 -0.75548 -2.26156
H -1.98730 -0.68317 -3.54936
H -3.48976 2.62176 -1.91378
H -2.26045 3.08293 -0.73599
H -3.36453 1.75287 -0.38312

***

69
Properties=species:S:1:pos:R:3 method="wB97M-V/def2-TZVPD" relative_energy_kj_mol=2776.24 charge=+2 homo_lumo_gap_ev=1.606 homo_energy_ev=-12.69 e_tot_ha=-3680.46433
Zr -0.13521 -0.14182 -0.55964
F -3.08704 -2.09474 -1.51041
F 2.25981 2.60409 -1.42679
C 1.11337 -4.28554 -3.87441
O 1.32318 -2.87754 -3.73514
H 0.56589 -4.82926 -3.10451
H 0.59124 -4.39730 -4.82466
H 2.11758 -4.68609 -4.01311
H 1.97671 -2.70498 -4.41684
C -4.50260 5.85505 -1.25047
S -3.05807 5.63622 -0.09694
O -2.54327 4.20715 -0.36729
C -1.96866 6.82438 -1.02582
H -5.28265 5.10860 -1.10072
H -4.25364 5.68334 -2.29767
H -4.98691 6.82980 -1.19217
H -2.41938 7.79833 -0.83507
H -1.82667 6.66679 -2.09498
H -0.96478 6.75950 -0.60616
C 1.79497 -5.50409 4.39720
S 0.55078 -5.66737 3.01797
O 0.75343 -4.54219 1.99378
C 1.06419 -7.33412 2.32469
H 1.85436 -6.40802 5.00337
H 1.67117 -4.61089 5.00957
H 2.74533 -5.54798 3.86522
H 0.53514 -7.46576 1.38084
H 0.95811 -8.14166 3.04907
H 2.08996 -7.24694 1.96650
C 1.35484 2.49693 6.36950
S 2.35372 2.51395 4.78197
O 1.41951 1.85880 3.73446
C 2.28793 4.33385 4.49752
H 1.45376 1.55774 6.91377
H 0.28971 2.58014 6.15347
H 1.82485 3.34331 6.87035
H 2.85489 4.84006 5.27881
H 1.31505 4.82249 4.55075
H 2.77386 4.56801 3.55034
C -5.82105 -2.49964 4.14889
S -5.17547 -0.80048 4.00249
O -3.98939 -0.89709 3.05980
C -6.58463 -0.20089 2.91820
H -5.85548 -2.85761 3.11992
H -6.78196 -2.61542 4.65023
H -5.04834 -2.99811 4.73418
H -6.31419 0.71498 2.39269
H -7.50469 -0.05711 3.48470
H -6.80410 -0.93278 2.14084
C 7.35108 -0.04965 0.25296
S 6.44359 -1.61888 -0.01794
O 4.97029 -1.25530 -0.27601
C 7.07802 -2.00673 -1.74991
H 7.15095 0.38353 1.23296
H 7.14606 0.63988 -0.56596
H 8.41236 -0.29112 0.31185
H 8.16261 -2.04509 -1.85138
H 6.76496 -1.22588 -2.44300
H 6.63753 -2.91603 -2.15886
C -2.54273 0.44987 -7.64298
S -2.29125 1.92540 -6.53995
O -1.67759 1.45672 -5.21841
C -0.94399 2.58922 -7.52749
H -3.45031 -0.10703 -7.41007
H -1.63023 -0.14344 -7.70162
H -2.63991 0.80976 -8.66726
H -1.18151 2.75069 -8.57897
H -0.10602 1.89519 -7.46257
H -0.63905 3.50088 -7.01369

***

71
Properties=species:S:1:pos:R:3 method="wB97M-V/def2-TZVPD" charge=-1 homo_lumo_gap_ev=7.970 homo_energy_ev=-5.69 e_tot_ha=-2649.54525
N 4.65003 -5.25317 -1.00252
C 5.26039 -3.93304 -0.72994
C 4.66181 -2.85969 -1.71622
O 5.66154 -2.67536 -2.74818
C 4.41909 -1.49683 -0.99367
S 2.77106 -0.77888 -1.32402
O 2.29149 -1.29381 -2.64385
O 2.99003 0.69936 -1.46375
N 1.69556 -0.96847 -0.05400
S 1.37516 -2.58846 0.24862
O 2.57087 -3.49863 0.24936
O 0.76042 -2.64281 1.61607
P -0.19769 -3.39506 -1.04905
N -0.41706 -2.39193 -2.46530
O 0.36860 -4.91915 -1.55433
H 5.18268 -5.91573 -0.44344
H 3.70331 -5.28363 -0.63368
H 6.35499 -4.01924 -0.84763
H 4.96275 -3.59447 0.29092
H 3.76383 -3.24372 -2.23173
H 5.35861 -3.12175 -3.53570
H 5.15162 -0.78816 -1.43640
H 4.66601 -1.55488 0.08284
H -0.17253 -1.44481 -2.15323
H 0.29604 -2.67802 -3.14490
H 1.01707 -5.24202 -0.91562
C 3.22753 0.97028 3.08898
C 1.74048 1.06475 3.37035
O 1.06025 1.63489 2.25906
H 3.63998 1.95917 2.87722
H 3.76122 0.54044 3.94039
H 3.41197 0.34986 2.20883
H 1.55575 1.70268 4.23650
H 1.31917 0.07479 3.57368
H 1.22067 1.06214 1.50211
C -3.96272 -0.83958 -5.12522
C -4.24021 -1.30930 -3.70901
O -3.72097 -2.61834 -3.51340
H -4.41043 -1.52325 -5.85010
H -4.36378 0.16255 -5.29193
H -2.88778 -0.82390 -5.32203
H -5.31389 -1.34460 -3.52181
H -3.78470 -0.63344 -2.97818
H -2.76626 -2.58171 -3.66979
C 1.70843 2.61998 8.38042
C 2.48369 2.22949 7.13612
O 3.63505 1.46506 7.48442
H 2.33903 3.20103 9.05621
H 0.82778 3.21220 8.12381
H 1.38452 1.73117 8.92846
H 2.82265 3.11767 6.60269
H 1.85995 1.63851 6.45931
H 3.33247 0.67820 7.94451
C -8.02501 2.66325 -5.87522
C -6.70560 2.11260 -5.36713
O -6.89662 1.44642 -4.12361
H -8.45235 3.35844 -5.15052
H -7.89295 3.18314 -6.82646
H -8.75153 1.85825 -6.01459
H -5.99015 2.91965 -5.20931
H -6.27584 1.40578 -6.08481
H -7.52050 0.73101 -4.27148
C -2.09211 4.59825 1.57556
C -2.34910 4.14386 3.00043
O -1.84052 2.83437 3.20887
H -2.55727 3.91120 0.86699
H -2.48921 5.60236 1.40584
H -1.02113 4.60420 1.35988
H -3.42040 4.11872 3.20564
H -1.87656 4.82723 3.71606
H -0.89040 2.85866 3.03559

***

65
Properties=species:S:1:pos:R:3 method="wB97M-V/def2-TZVPD" relative_energy_kj_mol=159.35 charge=-1 homo_lumo_gap_ev=8.947 homo_energy_ev=-6.60 e_tot_ha=-1347.26648
C 7.87614 -39.06165 23.39646
O 8.29411 -38.39499 22.42422
O 6.62322 -38.78850 23.89891
O 8.50096 -40.06702 23.85961
H 6.07912 -38.28995 23.51199
C 11.10824 -38.10410 20.06619
O 9.72338 -38.27654 20.13944
H 11.28209 -37.93984 19.12476
H 11.51226 -39.13161 20.04531
H 11.58115 -37.77184 20.96696
H 9.41943 -38.44950 20.99431
C 3.86466 -35.59048 23.68412
O 3.46480 -35.90653 25.04391
H 4.87214 -36.04201 23.26894
H 3.91402 -34.54585 23.53514
H 3.19427 -35.83989 22.74585
H 2.94362 -36.66073 24.93815
C 7.15904 -42.84221 24.77719
O 6.80007 -42.25382 23.54684
H 7.05668 -42.16657 25.68864
H 8.29418 -43.12494 24.82101
H 6.41781 -43.69888 25.15428
H 7.14883 -41.35520 23.47472
C 11.75431 -41.12793 22.58158
O 10.62127 -41.57058 23.29213
H 11.86456 -41.69256 21.62544
H 12.58150 -41.11246 23.31200
H 11.56942 -40.09949 22.08026
H 9.99526 -40.93639 23.44687
C 11.42315 -37.95471 24.69240
O 11.69599 -36.68498 25.19963
H 10.70405 -38.16989 24.02846
H 11.76092 -38.51813 25.54669
H 12.40397 -38.16399 24.10006
H 10.85625 -36.30402 25.12370
C 9.66609 -40.03736 27.65318
O 8.57226 -40.19637 26.80771
H 9.97197 -39.06490 27.96087
H 10.57321 -40.50167 27.24511
H 9.39847 -40.53165 28.51574
H 8.82048 -39.70327 25.94935
C 6.20770 -34.25684 21.64353
C 7.66921 -34.99943 21.66080
C 8.91515 -34.11632 21.63361
O 7.81272 -35.88634 22.70161
H 5.37745 -35.03213 21.44921
H 6.18834 -33.23686 21.04531
H 5.99302 -33.74008 22.52336
H 7.55510 -35.43784 20.60236
H 8.87742 -33.31324 20.74209
H 9.71600 -34.65630 21.50763
H 9.34257 -33.44657 22.46364
H 7.85213 -36.74204 22.30253
C 6.47323 -36.10427 26.62729
C 5.30938 -35.62278 27.62255
C 5.77145 -35.02444 28.94278
O 4.76149 -34.52128 26.92532
H 5.97777 -36.67873 25.75252
H 7.09973 -36.62440 27.28585
H 7.13581 -35.48121 26.44795
H 4.62040 -36.39306 27.95033
H 6.35900 -34.17257 28.85384
H 6.44576 -35.60385 29.41472
H 4.93298 -35.05911 29.75170
H 4.12264 -34.82432 26.09595